# 1
Density functional theory data (the ωB97M-V functional and the def2-TZVPD basis) for 2 unconnected molecules or ions with the total composition C2H3Br2N.

Results
Frontier orbital gap (eV): 7.0
SMILES: C=C=N.BrBr
ΔE to the lowest compared entry with this formula, charge and spin (eV): 1.154
E_LUMO (eV): -1.9
E (hartree): -5280.7266
Maximum force (eV Å⁻¹): 0.9
Molecular weight (g/mol): 200.86
HOMO energy (eV): -8.93

Geometry (Å):
C1 -1.834 0.168 0.676
C2 -1.003 -0.020 -0.300
N1 -0.396 -0.194 -1.330
H1 -2.045 1.156 1.040
H2 -2.332 -0.656 1.155
H3 0.601 -0.352 -1.375
Br1 3.980 -1.052 0.396
Br2 3.029 0.951 -0.261

***

# 2
Density functional theory data (the ωB97M-V functional and the def2-TZVPD basis) for 12 unconnected molecules or ions with the total composition C60H60Cl4O36 in a non-equilibrium geometry.

Results
Total charge: +1
Frontier orbital gap (spin up / spin down) (eV): 4.9 / 2.7
E_LUMO (spin up / spin down) (eV): -6.5 / -8.6
E (hartree): -6871.0149
Maximum force (eV Å⁻¹): 5.1
Molecular weight (g/mol): 1498.92
Spin multiplicity: 2
Expectation value of S²: 0.765
HOMO energy (spin up / spin down) (eV): -11.34 / -11.34

Geometry (Å):
Cl1 -6.746 0.386 -2.315
C1 -5.411 -0.789 -2.546
C2 -5.098 -1.428 -1.116
Cl2 -6.572 -2.104 -0.300
H1 -4.559 -0.179 -2.849
H2 -5.662 -1.466 -3.362
H3 -4.521 -0.920 -0.343
H4 -4.445 -2.263 -1.373
Cl3 -1.059 -1.777 -7.844
C3 -0.871 -0.612 -6.430
C4 -1.878 -1.027 -5.294
Cl4 -3.511 -0.376 -5.623
H5 -1.181 0.398 -6.700
H6 0.116 -0.627 -5.968
H7 -1.679 -0.575 -4.323
H8 -1.864 -2.106 -5.142
C5 -0.009 -3.971 -5.186
O1 0.227 -3.018 -4.132
C6 1.583 -3.048 -3.742
C7 2.076 -4.369 -2.989
O2 2.780 -5.276 -3.843
C8 3.171 -6.493 -3.267
H9 -0.688 -4.769 -4.885
H10 0.867 -4.378 -5.692
H11 -0.699 -3.567 -5.927
H12 1.663 -2.145 -3.136
H13 2.340 -2.853 -4.502
H14 1.178 -4.868 -2.626
H15 2.701 -4.032 -2.161
H16 3.875 -7.074 -3.863
H17 2.339 -7.144 -3.001
H18 3.677 -6.144 -2.367
C9 -3.189 -4.098 -2.921
O3 -2.379 -3.813 -1.843
C10 -2.014 -4.986 -1.012
C11 -3.185 -5.703 -0.392
O4 -4.006 -4.875 0.483
C12 -5.370 -5.309 0.814
H19 -3.409 -3.190 -3.482
H20 -4.136 -4.514 -2.577
H21 -2.712 -4.874 -3.520
H22 -1.538 -4.476 -0.175
H23 -1.275 -5.716 -1.342
H24 -2.757 -6.281 0.427
H25 -3.751 -6.317 -1.093
H26 -5.999 -4.451 1.054
H27 -5.298 -5.977 1.672
H28 -5.832 -5.930 0.047
C13 1.435 -0.323 -0.639
C14 1.431 1.026 -0.496
C15 0.202 1.835 -0.667
O5 0.093 3.085 -0.449
C16 -0.889 1.010 -1.130
C17 -0.960 -0.300 -1.135
C18 0.274 -1.119 -0.827
O6 0.328 -2.331 -0.735
O7 -1.988 -1.051 -1.486
O8 2.489 1.803 -0.060
H29 2.332 -0.922 -0.585
H30 -1.848 1.488 -1.262
H31 -1.662 -1.952 -1.537
H32 2.115 2.481 0.508
C19 5.984 -1.041 0.838
C20 6.659 -0.862 1.998
C21 7.073 0.441 2.625
O9 7.977 0.587 3.452
C22 6.396 1.593 1.944
C23 5.900 1.452 0.702
C24 5.626 0.131 0.099
O10 5.059 0.042 -0.997
O11 5.415 2.454 0.005
O12 7.098 -1.921 2.736
H33 5.699 -2.068 0.668
H34 6.432 2.541 2.460
H35 5.112 2.031 -0.803
H36 7.592 -1.565 3.478
C25 3.590 5.421 -0.214
C26 4.050 6.175 -1.292
C27 3.083 7.016 -2.062
O13 3.371 7.675 -3.069
C28 1.698 6.815 -1.686
C29 1.334 6.066 -0.620
C30 2.237 5.388 0.267
O14 1.946 4.724 1.277
O15 0.078 5.962 -0.232
O16 5.344 6.204 -1.777
H37 4.349 4.772 0.200
H38 0.915 7.388 -2.161
H39 0.009 5.311 0.470
H40 5.339 6.755 -2.563
C31 -1.248 5.566 -3.676
C32 -1.784 6.741 -3.258
C33 -2.968 6.858 -2.374
O17 -3.433 7.895 -1.897
C34 -3.525 5.500 -2.029
C35 -3.101 4.382 -2.668
C36 -1.850 4.283 -3.506
O18 -1.563 3.260 -4.024
O19 -3.825 3.233 -2.445
O20 -1.184 7.930 -3.509
H41 -0.297 5.502 -4.183
H42 -4.471 5.403 -1.517
H43 -3.343 2.526 -2.880
H44 -1.690 8.669 -3.163
C37 -7.343 3.051 1.321
C38 -7.118 2.694 2.605
C39 -5.870 2.050 3.120
O21 -5.593 1.780 4.305
C40 -5.011 1.652 2.014
C41 -5.178 1.967 0.714
C42 -6.291 2.900 0.246
O22 -6.282 3.605 -0.753
O23 -4.164 1.845 -0.228
O24 -7.990 3.059 3.606
H45 -8.311 3.424 1.022
H46 -4.181 1.015 2.283
H47 -4.494 2.437 -0.909
H48 -7.656 2.809 4.470
C43 3.450 -0.892 4.997
C44 3.121 -0.111 3.910
C45 2.549 1.288 3.930
O25 2.206 1.840 2.921
C46 2.716 1.737 5.299
C47 3.073 1.026 6.414
C48 3.507 -0.409 6.413
O26 4.039 -1.136 7.265
O27 3.190 1.686 7.571
O28 3.295 -0.504 2.604
H49 4.051 -1.766 4.797
H50 2.471 2.757 5.556
H51 2.928 1.071 8.260
H52 2.992 0.174 1.995
C49 -0.770 1.183 5.540
C50 -0.708 2.525 5.546
C51 -0.666 3.365 4.295
O29 -0.706 4.587 4.253
C52 -0.659 2.516 3.124
C53 -0.786 1.141 3.181
C54 -0.912 0.271 4.407
O30 -1.079 -0.897 4.536
O31 -0.891 0.439 2.008
O32 -0.559 3.202 6.725
H53 -0.670 0.789 6.540
H54 -0.727 3.099 2.218
H55 -1.166 -0.464 2.181
H56 -0.629 4.139 6.528
C55 2.997 -4.067 2.952
C56 3.948 -5.039 2.843
C57 4.149 -6.083 1.868
O33 5.140 -6.857 1.698
C58 2.956 -6.055 0.943
C59 1.984 -5.086 0.954
C60 1.919 -4.011 2.030
O34 1.107 -3.111 2.111
O35 1.159 -4.906 -0.076
O36 5.060 -5.056 3.653
H57 3.204 -3.165 3.508
H58 3.004 -6.725 0.097
H59 0.731 -4.047 -0.041
H60 5.740 -5.577 3.221

***

# 3
Density functional theory data (the ωB97M-V functional and the def2-TZVPD basis) for C4H5NO3 in the gas phase in a non-equilibrium geometry.

Results
Frontier orbital gap (eV): 9.7
SMILES: N/C=C(\C=O)OC=O
ΔE to the lowest compared entry with this formula, charge and spin (eV): 1.677
E_LUMO (eV): 0.4
E (hartree): -435.8589
Maximum force (eV Å⁻¹): 2.8
Molecular weight (g/mol): 115.09
HOMO energy (eV): -9.33

Geometry (Å):
N1 -0.013 0.034 2.330
C1 0.529 0.289 1.087
C2 0.388 -0.230 -0.112
C3 -0.541 -1.320 -0.409
O1 -0.730 -1.830 -1.516
O2 1.072 0.270 -1.231
C4 0.240 0.873 -2.094
O3 -0.898 1.205 -1.825
H1 -0.899 -0.535 2.306
H2 -0.093 0.794 2.977
H3 1.273 1.074 1.089
H4 -1.064 -1.757 0.486
H5 0.736 1.134 -3.090